Record 1
{
  "formula": "C8H12F3N",
  "method": "wB97M-V/def2-TZVPD",
  "elements": ["C", "C", "C", "C", "C", "C", "C", "C", "N", "F", "F", "F", "H", "H", "H", "H", "H", "H", "H", "H", "H", "H", "H", "H"],
  "xyz": [[0.54347, -1.38512, -1.05722], [1.10516, -0.21067, -0.99980], [-0.68689, -1.83567, -0.39789], [-0.86328, -1.22141, 0.96151], [-0.02430, 0.97382, 0.41356], [2.23391, 0.64097, -1.47915], [-2.39403, 0.54634, 0.16167], [0.99988, 1.27556, 1.43551], [-1.12744, 0.21965, 0.82082], [0.54762, 1.55215, 2.67006], [1.92611, 0.33904, 1.59983], [1.67914, 2.43779, 1.10974], [1.12992, -2.04085, -1.69476], [-1.63856, -1.53288, -1.02080], [-0.45623, -2.90513, -0.39384], [-1.71743, -1.72231, 1.48516], [0.09042, -1.31104, 1.49280], [-0.17590, 1.84331, -0.16764], [2.67669, 1.00502, -0.49208], [1.62677, 1.41709, -2.11425], [2.81281, -0.02349, -2.16999], [-2.32552, 0.85590, -0.93959], [-3.15697, -0.18955, 0.03947], [-2.80535, 1.27151, 0.73687]],
  "forces_ev_per_a": [[1.86, 1.12, -1.60], [-2.28, 3.14, 3.21], [-1.31, -0.27, -1.12], [-0.24, 0.00, 0.17], [1.83, -2.81, -2.42], [-2.03, -0.51, -0.30], [1.56, -0.51, -2.81], [0.83, 1.77, 1.05], [-0.99, -0.79, 0.05], [-0.70, -0.37, 0.16], [0.57, -0.67, 0.11], [-0.17, -0.68, -0.50], [-0.35, -0.69, -0.20], [1.76, -1.17, 0.86], [-1.31, -0.19, 0.44], [0.85, 0.61, -0.12], [-0.43, -0.26, 0.35], [-0.75, 0.80, -0.42], [0.19, -0.05, -2.15], [1.85, -0.83, 1.24], [0.32, 0.98, 0.69], [0.49, 0.13, 1.34], [-0.04, -1.39, 0.73], [-1.51, 2.66, 1.25]],
  "fmax_ha_per_bohr": 0.0978,
  "e_above_lowest_ev": 1.3376
}



Record 2
{
  "formula": "C14H14ClF2NO5PS3",
  "method": "wB97M-V/def2-TZVPD",
  "elements": ["O", "C", "Cl", "C", "S", "O", "O", "N", "S", "O", "O", "P", "S", "H", "H", "H", "H", "F", "C", "C", "C", "C", "C", "C", "H", "H", "H", "H", "H", "F", "C", "C", "C", "C", "C", "C", "H", "H", "H", "H", "H"],
  "xyz": [[-4.56126, -1.14426, 3.36368], [-3.50024, -1.29799, 3.87292], [-3.37252, -1.35938, 5.60672], [-2.26138, -1.54608, 3.06441], [-0.65799, -0.83024, 3.55490], [-0.05626, -0.29790, 2.35622], [0.02557, -1.95936, 4.14452], [-0.87562, 0.25934, 4.65971], [-1.27301, 1.77081, 4.30299], [-2.29298, 2.21219, 5.22797], [-0.11958, 2.60998, 4.12290], [-2.38705, 1.97671, 2.40765], [-2.32419, 3.79285, 1.71723], [-2.47890, -1.16986, 2.06236], [-2.08058, -2.62175, 2.99914], [-1.91818, 1.03222, 1.49571], [-3.67392, 1.57498, 2.77880], [-1.24030, -1.14973, 0.17978], [-0.78939, -1.62209, -0.99290], [0.57427, -1.77161, -1.13683], [1.06546, -2.25344, -2.34054], [0.19461, -2.57224, -3.37420], [-1.17375, -2.41018, -3.20167], [-1.67967, -1.93308, -2.00080], [1.22452, -1.50737, -0.31305], [2.13242, -2.37590, -2.47141], [0.58175, -2.94354, -4.31367], [-1.85380, -2.65256, -4.00747], [-2.74134, -1.79976, -1.84271], [0.64834, 2.44289, -3.49848], [1.89025, 2.13636, -3.07503], [2.97044, 2.62258, -3.78431], [4.24838, 2.30466, -3.34743], [4.42796, 1.50988, -2.22401], [3.32325, 1.03266, -1.53136], [2.04089, 1.34714, -1.95357], [2.80573, 3.23684, -4.65921], [5.10660, 2.68243, -3.88743], [5.42639, 1.26568, -1.88685], [3.45634, 0.41417, -0.65364], [1.16872, 0.99390, -1.42106]],
  "forces_ev_per_a": [[-0.45, 0.22, -0.20], [0.10, -0.27, -0.05], [0.12, -0.14, 0.37], [0.12, 0.47, -0.46], [1.44, -0.66, 0.70], [-0.35, 0.10, -0.27], [-0.27, 0.16, 0.09], [-0.78, 0.38, -0.32], [0.16, -0.06, 0.31], [0.08, -0.07, 0.02], [-0.04, -0.15, -0.01], [0.18, 0.91, -0.31], [-0.05, -0.09, 0.02], [0.00, -0.15, 0.13], [-0.03, 0.10, 0.10], [-0.06, -0.31, 0.08], [-0.01, -0.36, 0.10], [-0.33, -0.08, -0.33], [0.15, 0.02, 0.04], [0.19, -0.04, 0.00], [-0.07, -0.01, -0.03], [-0.01, -0.01, -0.02], [0.07, 0.00, 0.01], [-0.10, 0.01, 0.01], [-0.04, -0.01, 0.04], [0.02, 0.02, 0.00], [0.00, 0.00, -0.01], [-0.02, -0.01, 0.00], [0.01, 0.02, 0.01], [-0.01, 0.00, -0.01], [0.09, -0.02, 0.00], [0.01, 0.04, -0.07], [-0.01, -0.02, 0.03], [0.02, -0.02, 0.00], [0.04, 0.01, -0.04], [-0.13, -0.02, 0.08], [-0.02, 0.01, 0.01], [0.00, 0.00, -0.02], [0.01, 0.00, 0.01], [-0.01, 0.02, 0.03], [-0.02, 0.02, -0.01]],
  "fmax_ha_per_bohr": 0.0337,
  "total_charge": -1,
  "e_tot_ev": -86225.5524
}



Record 3
{
  "formula": "C24H22Cl3CoGeN3O5P",
  "method": "wB97M-V/def2-TZVPD",
  "elements": ["Co", "O", "C", "O", "C", "P", "C", "C", "C", "C", "C", "C", "C", "C", "C", "C", "C", "C", "H", "H", "H", "H", "H", "H", "H", "H", "H", "H", "H", "H", "O", "C", "N", "C", "O", "C", "C", "C", "C", "C", "C", "H", "H", "H", "H", "Cl", "Ge", "Cl", "Cl", "C", "N", "C", "N", "O", "H", "H", "H", "H", "H", "H"],
  "xyz": [[-0.11807, -0.15038, -0.08841], [-0.58497, -1.27126, 3.71511], [-0.79762, -1.06650, 2.54421], [-0.02047, -0.33481, 1.78044], [-2.01166, -1.67367, 1.84512], [-1.72913, -1.67174, 0.05607], [-3.36022, -2.01332, -0.66820], [-3.94471, -3.23016, -0.29766], [-5.22114, -3.54963, -0.72110], [-5.92827, -2.66100, -1.52289], [-5.35053, -1.46121, -1.89867], [-4.06727, -1.13263, -1.47524], [-0.75550, -3.15344, -0.31276], [-0.89307, -3.80235, -1.53895], [-0.07957, -4.87947, -1.84891], [0.88097, -5.30893, -0.94292], [1.03471, -4.65536, 0.27002], [0.22475, -3.57417, 0.58572], [-2.88085, -1.03773, 2.03651], [-2.21986, -2.66830, 2.23872], [-3.39859, -3.93230, 0.32115], [-5.66463, -4.49152, -0.42622], [-6.92705, -2.91136, -1.85570], [-5.89364, -0.76753, -2.52656], [-3.62176, -0.20410, -1.78715], [-1.64094, -3.46928, -2.24843], [-0.19498, -5.38336, -2.79936], [1.51316, -6.15273, -1.18596], [1.78900, -4.98124, 0.97331], [0.36586, -3.06620, 1.53202], [-2.02258, 0.86819, -2.47130], [-0.98437, 0.34497, -2.83784], [-0.01704, -0.14598, -2.00732], [1.05286, -0.62909, -2.75585], [2.07216, -1.11831, -2.32319], [0.70113, -0.44450, -4.20553], [1.39374, -0.76987, -5.35155], [0.78410, -0.46753, -6.56752], [-0.46973, 0.13889, -6.61428], [-1.15797, 0.46117, -5.44662], [-0.54245, 0.15125, -4.25306], [2.36744, -1.23856, -5.30303], [1.29083, -0.70581, -7.49344], [-0.91304, 0.36269, -7.57563], [-2.13037, 0.93430, -5.46886], [-3.42117, 1.70852, 0.48037], [-1.31416, 1.71515, 0.12482], [-0.64521, 2.68332, 1.96304], [-0.87014, 3.30224, -1.26029], [3.20734, 3.77159, 0.63321], [2.27460, 2.66659, 0.63493], [2.48282, 1.49030, 0.03949], [3.66929, 1.25334, -0.56153], [1.62826, 0.58606, -0.00430], [2.67174, 4.67014, 0.92761], [3.60284, 3.93861, -0.36934], [4.03559, 3.61946, 1.33015], [1.43187, 2.73635, 1.19223], [4.46175, 1.85836, -0.46603], [3.74151, 0.39514, -1.08334]],
  "forces_ev_per_a": [[0.20, -0.69, 0.04], [-0.06, -0.07, 0.06], [0.25, 0.22, -0.11], [-0.08, -0.21, -0.15], [-0.10, -0.09, 0.02], [-0.14, 0.18, 0.03], [0.04, -0.04, 0.01], [0.02, 0.03, 0.03], [-0.01, -0.02, -0.01], [0.01, -0.01, 0.00], [0.03, -0.01, -0.01], [-0.02, -0.03, -0.03], [0.15, 0.07, 0.04], [0.02, 0.02, -0.04], [-0.01, 0.02, 0.00], [0.01, 0.00, 0.01], [-0.01, 0.00, -0.01], [0.00, -0.04, 0.00], [0.03, 0.01, 0.01], [-0.04, 0.04, 0.03], [0.01, 0.00, 0.01], [0.00, 0.00, 0.00], [-0.01, 0.00, 0.00], [0.00, 0.00, 0.00], [0.02, 0.10, 0.04], [-0.02, 0.00, 0.00], [0.00, 0.00, 0.00], [0.01, 0.00, 0.00], [0.00, 0.00, 0.01], [0.00, -0.02, 0.00], [-0.05, -0.07, 0.03], [-0.03, 0.04, -0.16], [0.07, 0.02, 0.16], [-0.09, 0.01, 0.01], [0.05, -0.01, 0.03], [0.08, -0.05, 0.06], [-0.02, 0.02, -0.02], [-0.03, 0.02, 0.02], [0.03, -0.01, 0.01], [0.03, -0.01, -0.02], [-0.08, 0.02, 0.03], [0.01, -0.01, 0.00], [0.00, 0.00, -0.01], [0.00, 0.00, -0.01], [-0.01, 0.00, 0.00], [-0.32, -0.13, -0.03], [-0.01, 0.31, -0.16], [-0.10, 0.18, 0.35], [0.11, 0.19, -0.06], [0.00, -0.02, -0.01], [0.08, -0.01, 0.07], [0.18, 0.01, -0.20], [-0.02, 0.05, -0.02], [-0.14, 0.00, 0.08], [0.00, 0.00, 0.02], [0.00, 0.01, -0.01], [0.01, -0.01, -0.01], [-0.02, -0.02, -0.09], [0.00, 0.00, 0.00], [-0.02, -0.04, 0.01]],
  "fmax_ha_per_bohr": 0.0140,
  "e_above_lowest_ev": 0.2927
}



Record 4
{
  "formula": "C29H20F10IrN7Se",
  "method": "wB97M-V/def2-TZVPD",
  "elements": ["Ir", "C", "N", "C", "C", "N", "C", "C", "F", "C", "F", "C", "F", "C", "F", "C", "F", "C", "C", "N", "C", "C", "F", "C", "F", "C", "F", "C", "F", "C", "F", "H", "H", "H", "H", "H", "H", "H", "H", "H", "H", "H", "C", "C", "C", "C", "C", "C", "N", "N", "C", "C", "C", "C", "C", "N", "H", "H", "H", "H", "H", "H", "H", "H", "H", "Se", "C", "N"],
  "xyz": [[0.09768, -0.11345, -0.80687], [3.23838, 0.74626, -0.32656], [2.26734, 0.15438, -1.26057], [2.71618, -1.22323, -1.58190], [2.03345, -2.16982, -0.60308], [0.61022, -2.01824, -0.85762], [-0.16014, -3.16063, -1.00689], [-0.19094, -4.17286, -0.04296], [0.53517, -4.01503, 1.07105], [-0.98846, -5.29421, -0.18136], [-1.00897, -6.22179, 0.77052], [-1.78924, -5.43616, -1.30397], [-2.58238, -6.49342, -1.42849], [-1.75374, -4.47053, -2.29905], [-2.50675, -4.61206, -3.38723], [-0.93848, -3.36554, -2.15189], [-0.86353, -2.46186, -3.13639], [2.11765, 1.01624, -2.44942], [1.52878, 2.35869, -2.02225], [0.51194, 2.17434, -0.99459], [-0.10362, 3.25113, -0.47927], [-1.14938, 3.11127, 0.48482], [-1.58080, 1.90299, 0.80294], [-1.73955, 4.16801, 1.13395], [-2.67755, 3.93876, 2.03878], [-1.36099, 5.46680, 0.82919], [-1.92004, 6.48634, 1.43657], [-0.39106, 5.67206, -0.14687], [-0.03512, 6.90652, -0.46214], [0.20206, 4.61023, -0.78635], [1.12289, 4.89898, -1.70156], [4.20983, 0.83345, -0.81943], [3.34435, 0.11468, 0.55350], [2.92455, 1.73408, -0.00246], [3.80428, -1.30412, -1.52634], [2.39612, -1.48786, -2.58928], [2.28908, -1.89994, 0.42990], [2.35158, -3.19859, -0.77296], [1.45024, 0.51519, -3.14919], [3.07851, 1.18568, -2.94851], [1.11348, 2.85054, -2.90440], [2.31919, 3.00824, -1.64140], [2.31157, 1.27477, 4.57097], [2.33792, 1.80864, 3.28830], [1.56937, 1.24697, 2.28893], [0.75289, 0.15071, 2.56938], [0.72291, -0.38497, 3.86720], [1.50317, 0.17840, 4.85361], [-0.04520, -0.34132, 1.55015], [-1.04351, -1.00699, 1.87098], [-1.98327, -1.26549, 0.92320], [-3.12351, -1.97733, 1.30117], [-4.10994, -2.22661, 0.37475], [-3.94052, -1.75067, -0.92086], [-2.79239, -1.05170, -1.23222], [-1.82807, -0.80776, -0.34353], [2.91959, 1.71741, 5.34812], [2.95362, 2.67301, 3.07754], [1.53490, 1.66695, 1.29259], [0.08935, -1.23921, 4.05879], [1.47751, -0.23461, 5.85294], [-3.19341, -2.30746, 2.32788], [-5.00731, -2.76560, 0.64567], [-4.68750, -1.92151, -1.68233], [-2.63306, -0.66904, -2.22837], [-3.33437, 2.69429, -2.50179], [-1.96291, 1.61955, -2.49503], [-1.01005, 0.93402, -2.43799]],
  "forces_ev_per_a": [[-0.87, 2.21, 1.61], [-0.02, 0.07, 0.27], [-0.93, -0.10, -0.54], [0.16, -0.52, 0.10], [-0.17, 0.40, -0.23], [-0.16, -0.88, 0.00], [-0.13, -0.06, -0.09], [-0.18, 0.25, -0.19], [0.00, -0.05, 0.10], [0.05, -0.04, -0.03], [-0.03, -0.03, 0.04], [0.07, 0.04, 0.00], [0.01, -0.02, -0.01], [-0.10, 0.03, 0.02], [0.01, 0.00, 0.00], [0.27, 0.00, 0.21], [-0.19, 0.02, -0.03], [0.15, 0.26, -0.15], [0.23, -0.17, -0.23], [-0.56, 0.00, 0.84], [-0.07, 0.03, -0.01], [0.15, -0.03, -0.07], [-0.02, -0.33, 0.08], [0.03, -0.12, -0.07], [-0.06, 0.04, 0.03], [0.03, -0.09, -0.10], [-0.03, 0.08, 0.04], [0.06, 0.04, -0.10], [0.00, 0.07, 0.01], [0.03, 0.04, -0.01], [-0.02, 0.19, 0.00], [-0.03, -0.04, -0.06], [-0.02, -0.01, -0.04], [0.06, -0.07, -0.09], [0.02, 0.19, -0.04], [-0.03, 0.10, -0.01], [0.15, -0.08, 0.04], [0.00, -0.01, 0.00], [0.06, -0.03, 0.02], [0.02, -0.01, 0.06], [-0.04, -0.01, 0.05], [-0.02, -0.02, -0.03], [-0.01, 0.02, -0.13], [0.10, 0.08, 0.18], [-0.47, -0.20, -0.18], [0.99, 0.30, 1.27], [-0.17, -0.05, -0.47], [0.04, 0.01, 0.09], [-0.23, -0.70, -2.64], [0.59, 0.72, 1.49], [-1.02, -0.70, -1.42], [0.66, 0.25, 0.37], [-0.21, 0.10, -0.54], [-0.16, -0.24, 0.52], [0.08, 0.23, -0.33], [0.60, 0.30, 0.14], [-0.01, -0.02, 0.02], [0.00, 0.00, -0.02], [-0.06, -0.01, 0.17], [0.03, 0.00, 0.09], [0.03, 0.00, -0.01], [0.00, -0.01, -0.01], [0.04, -0.04, 0.05], [0.03, 0.05, -0.03], [0.04, -0.10, 0.04], [-0.31, 0.25, 0.01], [0.53, -0.10, 0.11], [1.02, -1.47, -0.15]],
  "fmax_ha_per_bohr": 0.0558,
  "spin_multiplicity": 2,
  "e_above_lowest_ev": 0.1404,
  "total_charge": 1,
  "s_squared": 0.81
}